Record 1
{
  "formula": "C37H30Cl2MnN3P2SSe",
  "method": "wB97M-V/def2-TZVPD",
  "species": ["Mn", "Cl", "C", "C", "C", "C", "C", "Cl", "C", "S", "H", "H", "H", "C", "N", "P", "C", "C", "C", "C", "C", "C", "C", "C", "C", "C", "C", "C", "P", "C", "C", "C", "C", "C", "C", "C", "C", "C", "C", "C", "C", "H", "H", "H", "H", "H", "H", "H", "H", "H", "H", "H", "H", "H", "H", "H", "H", "H", "H", "H", "H", "H", "H", "H", "Se", "N", "C", "C", "C", "C", "C", "C", "N", "H", "H", "H", "H"],
  "xyz": [[-1.066, 0.036, 0.562], [1.145, 0.204, 0.163], [1.538, 0.191, 1.903], [2.668, -0.415, 2.418], [2.851, -0.503, 3.788], [1.929, 0.076, 4.643], [0.884, 0.823, 4.107], [-0.143, 1.695, 5.198], [0.654, 0.941, 2.749], [-0.485, 2.253, 2.102], [3.382, -0.857, 1.732], [3.715, -1.027, 4.169], [2.028, 0.022, 5.717], [3.491, 0.507, -1.772], [2.398, 0.317, -0.819], [0.429, 2.405, 0.145], [-0.728, 2.737, -1.213], [-0.946, 1.901, -2.300], [-1.753, 2.357, -3.333], [-2.312, 3.626, -3.273], [-2.084, 4.459, -2.182], [-1.291, 4.019, -1.133], [1.631, 3.739, 0.155], [2.434, 3.873, 1.292], [3.394, 4.867, 1.348], [3.568, 5.728, 0.271], [2.788, 5.582, -0.867], [1.816, 4.595, -0.931], [0.545, -2.014, -0.264], [1.026, -3.327, 0.885], [0.634, -3.177, 2.221], [0.869, -4.181, 3.144], [1.474, -5.364, 2.741], [1.845, -5.534, 1.415], [1.625, -4.525, 0.491], [0.736, -2.692, -1.926], [-0.440, -2.807, -2.671], [-0.398, -3.356, -3.946], [0.808, -3.781, -4.479], [1.981, -3.672, -3.740], [1.948, -3.127, -2.468], [4.192, 1.277, -1.441], [3.092, 0.799, -2.744], [4.028, -0.438, -1.878], [-0.480, 0.922, -2.361], [-1.937, 1.723, -4.189], [-2.936, 3.972, -4.086], [-2.517, 5.450, -2.157], [-1.112, 4.658, -0.280], [2.309, 3.202, 2.134], [4.002, 4.978, 2.235], [4.312, 6.512, 0.320], [2.930, 6.245, -1.711], [1.220, 4.491, -1.827], [0.129, -2.273, 2.544], [0.559, -4.048, 4.172], [1.646, -6.155, 3.458], [2.297, -6.463, 1.093], [1.906, -4.687, -0.540], [-1.382, -2.480, -2.248], [-1.310, -3.449, -4.522], [0.839, -4.197, -5.478], [2.919, -4.013, -4.158], [2.861, -3.033, -1.893], [-2.448, -1.959, 1.219], [-3.120, -0.235, 0.563], [-4.416, -0.402, 0.605], [-5.363, 0.622, 0.215], [-6.688, 0.393, 0.296], [-7.224, -0.860, 0.773], [-6.403, -1.855, 1.152], [-4.979, -1.671, 1.070], [-4.111, -2.573, 1.390], [-4.962, 1.564, -0.137], [-7.382, 1.169, 0.001], [-8.297, -0.978, 0.833], [-6.762, -2.802, 1.531]],
  "mulliken_charge": [0.95, 0.68, 0.50, -0.54, -0.64, -0.73, 0.17, -0.20, 0.15, -0.10, 0.46, 0.46, 0.49, -1.13, -0.37, 0.31, 0.94, -0.33, -0.70, -0.60, -0.82, -0.74, 0.94, -0.74, -0.82, -0.56, -0.69, -0.45, 0.79, 0.82, -0.39, -1.03, -0.62, -0.71, -0.52, 0.44, -0.52, -0.66, -0.53, -0.82, -0.38, 0.33, 0.33, 0.28, 0.52, 0.47, 0.42, 0.47, 0.47, 0.32, 0.43, 0.40, 0.42, 0.44, 0.26, 0.46, 0.41, 0.43, 0.45, 0.33, 0.43, 0.41, 0.42, 0.63, 0.21, -0.32, 0.63, -0.79, -0.51, -0.52, -0.69, 0.73, -0.75, 0.47, 0.41, 0.40, 0.46],
  "orbital_gap_ev": [4.8992, 5.3212],
  "multiplicity": 6,
  "charge": 1,
  "e_lumo_ha": [-0.127, -0.130],
  "e_above_lowest_kj_mol": 1621.8,
  "e_homo_ev": [-8.34, -8.86]
}

Record 2
{
  "formula": "C37H30Cl2OP2SSc",
  "method": "wB97M-V/def2-TZVPD",
  "species": ["Sc", "O", "S", "C", "C", "C", "C", "C", "C", "P", "C", "C", "C", "C", "C", "C", "C", "C", "C", "C", "C", "C", "C", "C", "C", "C", "C", "C", "P", "C", "C", "C", "C", "C", "C", "C", "C", "C", "C", "C", "C", "H", "H", "H", "H", "H", "H", "H", "H", "H", "H", "H", "H", "H", "H", "H", "H", "H", "H", "H", "H", "H", "H", "H", "H", "H", "H", "H", "H", "Cl", "C", "Cl", "H", "H"],
  "xyz": [[0.787, 0.769, 1.430], [-0.038, 1.460, -0.148], [-0.457, 0.001, -0.797], [0.677, -0.110, -2.206], [0.160, -0.350, -3.464], [0.985, -0.399, -4.574], [2.350, -0.234, -4.414], [2.902, -0.262, -3.147], [2.061, -0.248, -1.980], [2.781, -0.272, -0.326], [3.698, -1.829, -0.174], [3.771, -2.797, -1.241], [4.560, -3.907, -1.204], [5.375, -4.098, -0.127], [5.377, -3.204, 0.942], [4.551, -2.062, 0.920], [4.050, 0.979, -0.228], [5.348, 0.883, 0.289], [6.213, 1.967, 0.338], [5.793, 3.217, -0.022], [4.529, 3.389, -0.561], [3.728, 2.261, -0.762], [-2.049, 0.685, -1.359], [-2.072, 1.469, -2.525], [-3.272, 2.002, -2.974], [-4.421, 1.832, -2.170], [-4.330, 1.155, -0.954], [-3.129, 0.646, -0.475], [-2.876, -0.021, 1.197], [-3.594, -1.645, 0.857], [-2.686, -2.683, 0.651], [-3.146, -3.958, 0.328], [-4.524, -4.229, 0.289], [-5.437, -3.192, 0.497], [-4.983, -1.910, 0.767], [-3.996, 1.032, 2.124], [-4.181, 2.390, 1.931], [-5.008, 3.118, 2.782], [-5.542, 2.530, 3.927], [-5.352, 1.178, 4.197], [-4.569, 0.453, 3.296], [-0.958, -0.386, -3.526], [0.594, -0.683, -5.514], [2.982, -0.212, -5.323], [3.929, -0.534, -3.013], [3.207, -2.580, -2.147], [4.488, -4.641, -2.003], [5.920, -5.060, -0.111], [6.040, -3.358, 1.808], [4.662, -1.287, 1.666], [5.759, -0.128, 0.429], [7.228, 1.766, 0.729], [6.447, 4.130, 0.065], [4.141, 4.363, -0.944], [2.747, 2.324, -1.217], [-1.135, 1.715, -3.028], [-3.401, 2.537, -3.922], [-5.316, 2.310, -2.503], [-5.203, 1.154, -0.236], [-1.579, -2.539, 0.715], [-2.514, -4.799, 0.048], [-4.805, -5.226, 0.020], [-6.482, -3.346, 0.429], [-5.706, -1.109, 0.868], [-3.708, 2.960, 1.161], [-5.272, 4.123, 2.550], [-6.216, 3.134, 4.549], [-5.970, 0.726, 4.967], [-4.406, -0.620, 3.453], [2.536, 0.218, 3.305], [2.170, 1.941, 3.993], [0.987, 2.846, 2.844], [3.159, 2.452, 4.008], [1.640, 1.803, 4.947]],
  "mulliken_charge": [0.26, -0.42, 0.87, 0.22, -0.51, -0.79, -0.92, 0.15, -0.50, 1.38, 0.95, -0.48, -0.71, -0.46, -0.92, -0.46, 0.78, -0.58, -0.73, -0.43, -0.74, -0.51, 1.05, -0.49, -1.07, -0.80, -0.08, 0.05, 0.37, 0.50, -0.12, -0.69, -0.52, -0.77, -0.12, 0.68, -0.50, -0.69, -0.39, -0.78, -0.59, 0.61, 0.53, 0.42, 0.64, 0.33, 0.45, 0.36, 0.40, 0.46, 0.50, 0.43, 0.39, 0.42, 0.37, 0.65, 0.44, 0.47, 0.37, 0.10, 0.39, 0.44, 0.47, 0.34, 0.48, 0.47, 0.39, 0.39, 0.37, -0.08, -0.23, -0.04, 0.38, 0.41],
  "orbital_gap_ev": 5.6608,
  "charge": 3,
  "e_lumo_ha": -0.366,
  "e_homo_ev": -15.62
}

Record 3
{
  "formula": "C37H30F5IN3O3PV",
  "method": "wB97M-V/def2-TZVPD",
  "species": ["V", "I", "C", "C", "C", "C", "C", "C", "C", "C", "C", "P", "C", "C", "C", "C", "C", "C", "C", "C", "C", "C", "C", "C", "C", "H", "H", "H", "H", "H", "H", "H", "H", "H", "H", "H", "H", "H", "H", "H", "H", "C", "C", "O", "C", "C", "C", "C", "C", "C", "O", "H", "H", "H", "H", "H", "H", "H", "F", "C", "F", "C", "F", "F", "F", "C", "N", "C", "C", "C", "N", "C", "O", "N", "H", "H", "H", "H", "H", "H", "H"],
  "xyz": [[-0.953, -0.336, 0.068], [1.284, -1.156, 3.108], [3.124, -0.112, 3.176], [3.655, 0.056, 4.429], [4.945, 0.569, 4.598], [5.701, 0.821, 3.492], [5.161, 0.690, 2.195], [5.994, 0.952, 1.091], [5.494, 0.902, -0.177], [4.135, 0.645, -0.363], [3.278, 0.333, 0.674], [1.560, 0.070, -0.046], [2.018, -1.334, -1.117], [1.852, -2.596, -0.548], [2.268, -3.728, -1.222], [2.849, -3.615, -2.474], [2.999, -2.367, -3.052], [2.592, -1.228, -2.380], [1.470, 1.593, -1.068], [1.767, 2.812, -0.454], [1.605, 4.004, -1.140], [1.110, 4.001, -2.436], [0.795, 2.797, -3.041], [0.977, 1.603, -2.370], [3.795, 0.287, 1.998], [3.084, -0.243, 5.292], [5.339, 0.707, 5.592], [6.733, 1.127, 3.585], [7.029, 1.196, 1.275], [6.122, 1.081, -1.035], [3.756, 0.703, -1.370], [1.388, -2.689, 0.428], [2.139, -4.698, -0.768], [3.188, -4.495, -2.995], [3.430, -2.273, -4.036], [2.719, -0.268, -2.857], [2.128, 2.827, 0.569], [1.856, 4.941, -0.664], [0.962, 4.930, -2.968], [0.401, 2.776, -4.044], [0.730, 0.687, -2.881], [-1.691, 3.578, 0.814], [-1.675, 2.090, 0.997], [-0.985, 1.408, 0.207], [-2.404, 1.458, 2.066], [-3.337, 2.168, 2.847], [-4.072, 1.541, 3.823], [-3.876, 0.185, 4.093], [-2.938, -0.532, 3.387], [-2.183, 0.070, 2.363], [-1.252, -0.591, 1.741], [-0.939, 3.848, 0.074], [-1.496, 4.093, 1.753], [-2.667, 3.886, 0.441], [-3.501, 3.216, 2.644], [-4.808, 2.094, 4.382], [-4.451, -0.298, 4.869], [-2.762, -1.576, 3.598], [-1.078, -0.428, -2.001], [-1.628, -1.736, -2.241], [-0.860, -2.463, -1.259], [-1.152, -2.125, -3.624], [0.159, -1.957, -3.925], [-1.829, -1.378, -4.520], [-1.453, -3.404, -3.883], [-5.429, 0.006, -2.470], [-4.778, -0.846, -1.500], [-5.140, -2.127, -1.336], [-4.465, -2.958, -0.502], [-3.305, -2.445, 0.140], [-2.971, -1.171, -0.021], [-3.684, -0.327, -0.807], [-3.379, 0.847, -0.904], [-2.551, -3.228, 0.920], [-6.392, -0.419, -2.738], [-4.809, 0.090, -3.366], [-5.564, 0.998, -2.039], [-5.999, -2.459, -1.900], [-4.761, -3.983, -0.375], [-2.698, -4.223, 0.905], [-1.672, -2.874, 1.279]],
  "mulliken_charge": [0.72, 0.13, 0.02, -0.65, -0.80, -0.89, 1.05, -0.90, -1.45, -0.56, 1.35, 0.83, 2.26, -0.67, -0.72, -0.66, -1.00, -0.22, 0.87, -0.99, -0.83, -0.72, -1.09, 0.07, 0.49, 0.42, 0.40, 0.39, 0.42, 0.47, 0.20, 0.04, 0.47, 0.43, 0.47, 0.33, 0.45, 0.46, 0.41, 0.51, 0.24, -1.97, 1.17, 0.21, 0.87, -1.23, -0.88, -0.61, -0.72, 0.31, -0.08, 0.14, 0.46, 0.47, 0.48, 0.44, 0.48, 0.51, -0.22, -0.29, -0.30, 0.48, -0.12, -0.28, -0.30, -0.94, 0.25, -0.16, -1.31, 0.76, 0.65, -0.46, -0.55, -0.13, 0.36, 0.31, 0.29, 0.39, 0.46, 0.27, 0.03],
  "orbital_gap_ev": [6.7843, 6.5857],
  "multiplicity": 3,
  "charge": 1,
  "e_lumo_ha": [-0.125, -0.133],
  "e_above_lowest_kj_mol": 367.9,
  "e_homo_ev": [-10.19, -10.21]
}